Below is a 2-piece molecular cluster, C8H13N overall at a distorted geometry, with properties calculated with wB97M-V/def2-TZVPD.

For the orbital gap, the calculation gives 9.1 eV. The largest force on an atom comes out at 4.34 eV/Å. For the HOMO energy, the calculation gives -8.1 eV. Its net charge is 0.

The geometry in XYZ format:
```
22
Properties=species:S:1:pos:R:3:forces:R:3:nbo_charge:R:1
C 0.481 -1.322 0.565 -2.0 -0.5 -0.9 -0.28
H 1.264 -1.964 0.426 2.5 -1.2 -0.9 0.19
H 0.853 -1.739 3.909 -0.4 0.3 2.2 0.19
H -0.690 -1.896 -2.483 -1.0 -0.4 -0.4 0.21
H 1.959 -2.232 2.541 -0.3 0.3 0.4 0.18
H 0.882 -2.391 -1.936 -0.5 1.4 0.2 0.22
H -1.598 0.342 -1.186 -0.6 -0.2 -0.8 0.22
C 0.126 -1.544 -1.900 0.5 -0.9 1.4 -0.64
C 0.207 -1.227 1.946 0.9 1.1 3.5 -0.19
C -1.647 -0.467 -0.468 1.0 0.9 0.6 -0.66
H -0.748 3.072 -2.124 0.7 0.1 0.7 0.23
H -0.630 -0.624 2.305 -0.2 -0.4 -0.2 0.20
H 0.170 4.659 0.209 -0.7 -1.7 -0.2 0.31
H -1.898 0.064 0.430 0.2 0.0 0.9 0.22
H -2.359 -1.232 -0.587 -1.5 -0.5 -0.9 0.22
H 0.427 -0.632 -2.394 0.6 0.2 -0.2 0.22
C -0.342 -1.164 -0.480 1.4 0.4 -0.6 0.10
H 1.811 2.376 -0.093 -0.1 -0.2 -0.4 0.24
C -0.077 3.151 -1.254 0.7 -0.6 0.3 -0.08
N -0.182 3.641 0.163 0.7 1.6 0.0 -0.63
C 1.077 -1.686 2.908 -0.6 -0.3 -4.3 -0.39
C 0.917 2.815 -0.497 -1.4 0.7 -0.4 -0.07
```
Positions in Å, forces in eV/Å.